[1]
98
Properties=species:S:1:pos:R:3:forces:R:3 method="wB97M-V/def2-TZVPD" homo_ev=-9.07 lumo_ev=0.00 mol_weight_da=975.54 largest_force_ev_per_a=1.92 charge=0
C -2.734 0.179 2.071 -1.0 -0.2 -0.3
C -2.938 -0.197 0.593 0.5 -0.3 0.8
C -1.677 -0.001 -0.301 0.0 0.7 0.9
C -1.291 1.411 -0.128 -0.6 0.6 -1.3
N -1.177 2.558 -0.218 0.1 -0.7 0.6
C -2.062 -0.316 -1.767 0.2 0.1 -0.6
C -2.655 -1.663 -1.871 0.0 -0.6 0.1
N -3.091 -2.725 -1.976 0.2 0.7 0.1
C -0.939 -0.153 -2.787 0.4 -0.5 -0.5
C -0.473 -1.194 -3.581 -0.4 0.6 0.5
C 0.567 -0.911 -4.442 0.4 -1.6 -1.0
N 1.202 0.234 -4.608 0.1 0.5 0.1
C 0.740 1.232 -3.865 -0.1 -0.2 0.0
C -0.302 1.059 -2.985 -0.7 1.2 0.9
P -0.370 -1.197 0.421 0.2 -1.1 0.3
O 0.692 -1.612 -0.753 -0.3 0.7 0.5
I 0.987 0.276 1.847 0.0 0.0 -0.3
H -1.995 -0.453 2.561 0.2 0.3 0.0
H -2.557 1.245 2.214 0.4 -0.1 0.0
H -3.687 -0.046 2.557 0.2 0.1 0.1
H -3.201 -1.259 0.609 0.0 0.0 -0.4
H -3.783 0.354 0.176 0.1 0.1 -0.1
H -2.873 0.366 -2.052 0.1 0.1 0.1
H -0.903 -2.184 -3.540 0.1 -0.1 0.0
H 0.911 -1.737 -5.059 0.1 0.1 0.0
H 1.206 2.206 -3.943 0.1 -0.1 -0.1
H -0.638 1.921 -2.424 0.1 0.0 -0.1
H 1.380 -0.942 -0.907 0.1 -0.1 -0.4
O 1.867 -4.077 -5.593 -0.1 0.0 -0.1
C 2.612 -4.084 -4.667 0.0 0.0 0.1
O 2.280 -3.685 -3.417 0.1 -0.1 -0.1
C 3.354 -4.047 -2.540 0.0 0.1 0.4
C 4.527 -4.129 -3.484 0.3 0.1 0.1
O 3.904 -4.486 -4.724 -0.2 0.0 0.1
H 3.492 -3.300 -1.763 -0.1 0.1 -0.1
H 3.119 -5.007 -2.075 0.0 0.0 -0.1
H 5.033 -3.170 -3.604 -0.1 0.0 0.0
H 5.256 -4.879 -3.187 0.0 -0.1 -0.2
O -5.260 7.163 -2.840 -0.1 0.0 0.0
C -4.287 6.787 -2.277 0.0 0.0 0.0
O -3.382 7.602 -1.675 0.0 -0.2 0.0
C -2.487 6.781 -0.918 0.2 0.1 0.2
C -2.596 5.448 -1.618 0.2 -0.3 0.1
O -3.925 5.485 -2.148 0.1 0.2 0.1
H -1.479 7.190 -0.938 -0.1 0.1 -0.1
H -2.834 6.741 0.116 0.0 0.0 0.0
H -1.889 5.350 -2.444 0.0 0.0 0.0
H -2.469 4.605 -0.943 -0.1 -0.1 -0.1
O 6.133 -2.780 -0.937 -0.1 0.0 -0.1
C 7.163 -3.342 -1.110 0.0 0.0 0.0
O 8.048 -3.641 -0.129 0.0 0.0 -0.2
C 9.039 -4.512 -0.677 0.2 -0.2 0.1
C 8.972 -4.193 -2.152 0.2 -0.1 -0.2
O 7.614 -3.775 -2.319 0.0 0.0 0.3
H 10.014 -4.309 -0.243 -0.1 0.1 0.1
H 8.760 -5.545 -0.459 0.0 0.0 0.0
H 9.630 -3.368 -2.432 0.0 0.0 0.0
H 9.191 -5.051 -2.782 -0.2 0.0 -0.1
O -5.674 -0.342 3.568 -0.1 0.1 0.1
C -6.217 -1.077 2.808 0.0 0.0 0.0
O -7.044 -2.083 3.167 0.1 0.1 -0.1
C -7.667 -2.585 1.980 -0.2 -0.2 -0.1
C -6.685 -2.186 0.903 0.0 -0.2 -0.3
O -6.081 -1.014 1.461 -0.1 -0.1 0.1
H -7.811 -3.661 2.046 0.1 0.0 0.2
H -8.639 -2.102 1.862 0.0 0.0 0.0
H -5.910 -2.938 0.740 0.0 0.0 0.0
H -7.163 -1.960 -0.047 0.1 0.2 0.0
O 0.004 0.070 5.139 -0.2 0.1 0.0
C 1.023 -0.307 5.611 -0.1 0.0 0.0
O 2.017 0.508 6.049 0.0 -0.2 0.0
C 2.969 -0.297 6.747 0.2 0.1 0.2
C 2.736 -1.667 6.152 0.2 -0.2 0.0
O 1.357 -1.611 5.781 0.1 0.2 0.1
H 3.978 0.071 6.583 -0.1 0.1 -0.1
H 2.745 -0.260 7.815 0.0 0.0 0.0
H 3.335 -1.842 5.257 0.0 0.0 0.0
H 2.911 -2.473 6.861 -0.2 0.0 0.0
O 3.521 -0.451 -2.336 -0.2 -0.3 0.3
C 4.011 0.410 -2.987 0.0 0.1 -0.2
O 3.604 1.705 -2.983 0.3 -0.2 0.0
C 4.567 2.469 -3.712 0.1 0.3 0.0
C 5.198 1.428 -4.606 0.1 0.1 -0.3
O 5.049 0.231 -3.839 -0.1 0.1 0.1
H 4.083 3.269 -4.267 -0.2 -0.1 0.1
H 5.278 2.904 -3.007 0.0 0.0 0.0
H 4.666 1.309 -5.552 -0.1 0.0 0.1
H 6.248 1.625 -4.812 0.0 -0.2 0.1
O -6.978 5.146 7.303 0.0 0.1 0.1
C -6.464 4.400 6.538 0.0 0.0 0.0
O -7.086 3.345 5.954 0.2 0.1 0.0
C -6.220 2.834 4.935 0.0 -0.3 -0.2
C -4.860 3.296 5.400 0.2 -0.1 -0.1
O -5.172 4.487 6.129 -0.1 -0.1 0.0
H -6.296 1.752 4.867 -0.1 0.0 0.1
H -6.507 3.273 3.977 0.0 0.0 0.0
H -4.383 2.583 6.074 0.0 0.0 0.0
H -4.182 3.513 4.578 0.0 0.2 0.1

=====

[2]
47
Properties=species:S:1:pos:R:3:forces:R:3 method="wB97M-V/def2-TZVPD" e_above_lowest_kcal_mol=28.4 homo_ev=-8.07 lumo_ev=0.80 mol_weight_da=320.39 largest_force_ev_per_a=0.73 charge=0
C -5.514 0.439 1.752 -0.2 0.1 0.2
O -4.467 0.085 0.886 0.4 0.1 -0.3
C -3.458 0.982 0.689 0.0 -0.2 -0.1
C -3.333 2.195 1.344 -0.2 -0.1 0.0
C -2.256 3.030 1.078 0.1 0.1 0.0
C -1.305 2.657 0.154 -0.1 0.1 0.1
C -1.414 1.444 -0.514 -0.1 -0.2 -0.2
C -2.479 0.596 -0.256 -0.2 0.0 0.1
O -2.716 -0.597 -0.879 -0.3 0.4 0.2
C -1.644 -1.340 -1.424 0.4 -0.4 0.0
C -0.934 -2.166 -0.342 -0.3 0.0 -0.4
N -0.038 -1.366 0.461 -0.3 0.2 0.0
C 1.282 -1.622 0.538 -0.2 0.4 0.6
O 1.781 -2.610 0.031 0.3 -0.4 -0.2
C 2.104 -0.636 1.376 0.3 0.0 0.0
C 3.593 -0.877 1.103 -0.2 -0.2 0.0
C 3.884 -0.670 -0.399 0.4 -0.2 0.0
N 2.824 0.100 -1.008 0.1 0.3 0.1
C 2.052 -0.283 -2.050 0.2 -0.2 -0.3
C 2.484 -1.506 -2.819 -0.2 0.0 -0.1
O 1.058 0.354 -2.366 -0.3 0.1 -0.2
C 2.451 1.262 -0.231 -0.2 0.3 0.0
C 1.806 0.843 1.104 0.0 -0.1 0.0
H -5.162 0.572 2.781 0.0 0.0 -0.1
H -6.021 1.351 1.422 0.0 0.0 0.0
H -6.216 -0.394 1.719 0.0 0.1 0.0
H -4.069 2.503 2.069 -0.1 0.0 0.1
H -2.174 3.972 1.599 0.0 0.1 0.0
H -0.471 3.308 -0.064 0.1 0.1 0.0
H -0.667 1.177 -1.245 0.1 -0.1 -0.1
H -0.926 -0.714 -1.960 -0.1 -0.1 0.0
H -2.118 -2.023 -2.134 0.1 0.1 0.0
H -1.694 -2.624 0.301 0.1 -0.1 -0.1
H -0.330 -2.949 -0.803 -0.1 0.0 0.0
H -0.431 -0.543 0.889 0.2 0.0 0.0
H 1.883 -0.862 2.425 0.0 0.0 -0.1
H 3.859 -1.895 1.383 0.1 0.0 0.0
H 4.179 -0.187 1.711 0.0 0.0 0.0
H 4.835 -0.138 -0.529 0.0 -0.1 0.0
H 3.955 -1.637 -0.887 0.0 0.1 0.0
H 3.522 -1.430 -3.130 0.1 0.0 0.0
H 1.849 -1.597 -3.697 0.0 0.1 0.0
H 2.354 -2.389 -2.195 0.1 -0.1 0.0
H 3.359 1.847 -0.051 0.0 0.0 0.0
H 1.762 1.858 -0.830 0.1 0.0 0.1
H 0.734 1.041 1.082 0.0 0.1 0.0
H 2.226 1.440 1.916 -0.1 0.0 0.0

=====

| no. | electronic energy (Ha) |
| --- | --- |
| 1 | -3701.46591 |
| 2 | -1072.68552 |